{"formula": "C2H5N3O2", "method": "ωB97M-V/def2-TZVPD", "e_above_lowest_kj_mol": 630.30, "homo_ev": -9.54, "orbital_gap_ev": 9.4372, "elements": ["C", "C", "H", "H", "H", "H", "H", "N", "N", "N", "O", "O"], "xyz": [[0.43968, 0.16815, -0.93163], [-0.62684, -0.65766, 1.06490], [1.30532, 2.16948, -0.42554], [2.03126, 0.32272, 0.17110], [-1.66041, -0.85365, -1.27901], [-1.50579, -1.33716, 1.45822], [0.33500, 0.84751, 1.20362], [1.25512, 0.86274, -0.09818], [-0.15329, -0.97299, -0.26722], [-0.08400, 0.20234, 1.91306], [-0.09594, 0.76362, -1.95994], [-1.24010, -1.51509, -0.84938]], "atomic_forces_ev_per_a": [[-4.4, 3.3, -3.5], [0.9, 0.8, 5.0], [0.4, -5.8, 0.9], [1.6, 0.0, 0.9], [-2.4, 3.6, -2.6], [2.1, 1.0, -1.3], [0.8, -0.4, 1.7], [0.3, 5.3, -3.1], [0.8, 1.9, 1.2], [-3.2, -1.8, -3.0], [1.9, -3.3, 3.8], [1.2, -4.6, -0.1]], "lowdin_charge": [-0.467, -0.196, 0.325, 0.094, 0.042, 0.156, -0.021, 0.076, -0.095, 0.065, -0.009, 0.030]}

---

{"formula": "C2H5N3O2", "method": "ωB97M-V/def2-TZVPD", "e_above_lowest_kj_mol": 578.27, "homo_ev": -9.52, "orbital_gap_ev": 10.1412, "elements": ["C", "C", "N", "N", "O", "N", "O", "H", "H", "H", "H", "H"], "xyz": [[-0.13039, -0.52545, -0.13096], [0.73448, 0.65133, -0.80005], [-2.24037, 0.13530, 0.76318], [1.31054, -0.68189, 0.43562], [-0.83333, 0.03836, 0.99076], [1.26064, 1.62871, -1.24120], [-0.63598, -1.40726, -0.82463], [-2.36822, 0.88987, 0.08532], [-2.49620, -0.73111, 0.28530], [1.42873, -0.44332, 1.41342], [1.77047, -1.51934, 0.09910], [2.19962, 1.96480, -1.07586]], "atomic_forces_ev_per_a": [[0.5, -0.4, 0.3], [-0.7, 0.5, 0.1], [0.3, 0.0, -0.1], [-0.4, 0.3, -0.3], [0.1, 0.1, -0.5], [0.1, -0.4, 0.2], [0.1, 0.3, 0.1], [0.1, -0.1, 0.1], [0.1, 0.1, 0.0], [0.0, -0.2, 0.0], [-0.1, 0.0, 0.2], [0.0, -0.1, -0.1]], "lowdin_charge": [-0.765, 0.039, 0.051, 0.142, -0.141, 0.211, -0.007, 0.081, 0.075, 0.102, 0.109, 0.103]}

---

{"formula": "C2H5N3O3", "method": "ωB97M-V/def2-TZVPD", "e_above_lowest_kj_mol": 714.89, "homo_ev": -8.93, "smiles": "C=NO/C(=N\\O)NO", "orbital_gap_ev": 9.2641, "elements": ["C", "C", "H", "H", "H", "H", "H", "N", "N", "N", "O", "O", "O"], "xyz": [[-0.64231, 0.33518, -0.38178], [2.14583, -1.38508, 0.30006], [-2.42137, -0.36982, 1.43560], [-2.59500, 0.55069, -0.76435], [2.17471, -2.47712, -0.25228], [3.07644, -1.26778, 0.81218], [1.48992, 1.17082, 0.06588], [-1.90859, -0.25266, -0.50713], [1.52419, -0.33029, 0.01100], [-0.26606, 1.44171, 0.20710], [-2.04072, -1.05483, 0.73626], [0.34284, -0.54670, -0.84781], [0.92380, 1.93669, 0.26362]], "atomic_forces_ev_per_a": [[3.2, 1.6, 0.8], [1.2, -2.7, -2.8], [1.3, -2.0, -1.9], [0.8, -2.1, 1.6], [-1.3, 2.7, 1.4], [0.3, 0.5, 0.8], [1.0, 0.2, 0.1], [0.3, 1.8, 0.1], [-1.4, -2.5, -0.8], [-6.3, -1.6, -0.8], [-2.2, 3.1, 0.7], [1.6, -0.4, 0.9], [1.6, 1.4, -0.3]], "lowdin_charge": [-0.418, 0.035, 0.149, 0.169, 0.156, 0.068, 0.006, -0.019, -0.007, -0.006, -0.089, -0.021, -0.025]}

---

{"formula": "C2H5N3O3", "method": "ωB97M-V/def2-TZVPD", "e_above_lowest_kj_mol": 184.15, "homo_ev": -9.77, "smiles": "NN(C=O)C(=O)NO", "orbital_gap_ev": 10.2824, "elements": ["C", "C", "H", "H", "H", "H", "H", "N", "N", "N", "O", "O", "O"], "xyz": [[-1.13059, -0.76899, -0.34321], [0.84572, 0.71095, -0.18330], [-1.31570, 2.20308, 0.03854], [-2.25572, 0.98416, 0.76857], [-0.43602, -1.53699, -0.70945], [2.66522, -0.18313, -0.14225], [1.29538, -2.21131, 0.05900], [-1.30494, 1.40792, 0.65228], [-0.49167, 0.39917, -0.00376], [1.68198, -0.42805, -0.25258], [-2.31737, -0.92648, -0.24582], [1.27913, 1.83316, -0.27492], [1.48457, -1.48350, 0.63689]], "atomic_forces_ev_per_a": [[0.7, -0.2, -0.3], [0.7, -0.7, 0.8], [-0.3, 0.3, -0.2], [1.2, 0.5, -0.5], [-0.3, 0.1, -0.2], [-0.4, 0.4, -0.4], [-0.1, -0.9, -0.3], [0.1, -1.2, 0.0], [-1.5, 0.9, 0.7], [0.9, 0.8, -0.4], [-0.3, -0.1, 0.2], [-0.4, -0.4, -0.1], [-0.5, 0.4, 0.7]], "lowdin_charge": [-0.288, -0.478, 0.083, 0.103, 0.128, 0.148, 0.080, 0.121, -0.050, 0.006, 0.060, 0.113, -0.026]}

---

{"formula": "C2H5N3O3", "method": "ωB97M-V/def2-TZVPD", "e_above_lowest_kj_mol": 634.51, "homo_ev": -8.72, "orbital_gap_ev": 8.2486, "elements": ["C", "C", "H", "H", "H", "H", "H", "N", "N", "N", "O", "O", "O"], "xyz": [[-0.36959, 0.12230, 0.01575], [0.62830, 1.35933, -0.06077], [1.60771, -2.38155, 0.23764], [1.19766, -0.99017, 1.81295], [-2.04204, 1.31284, -0.98285], [-2.04261, -1.36114, -0.66114], [2.21368, 0.47529, 0.04304], [1.26221, -1.27756, 0.50001], [-0.09847, -1.22186, -0.12273], [-1.61752, 0.61176, -0.23544], [-2.62339, -0.36681, -0.21941], [1.95686, 1.40223, 0.10685], [-0.07278, 2.31534, -0.43391]], "atomic_forces_ev_per_a": [[1.1, -2.1, -2.7], [-3.2, 2.1, -1.2], [-1.2, 4.0, 1.9], [0.2, -2.1, -5.1], [2.6, -1.5, 2.4], [-2.5, 4.2, 2.0], [0.4, -1.0, 0.4], [0.5, -2.9, 2.1], [0.5, 5.1, 2.8], [-2.6, 0.1, -1.4], [2.6, -4.9, -1.9], [-1.7, 0.0, -0.4], [3.3, -1.0, 1.1]], "lowdin_charge": [-0.265, -0.382, 0.145, 0.224, 0.220, 0.233, 0.072, -0.154, -0.046, -0.080, -0.145, 0.122, 0.058]}

---

{"formula": "C2H5N3O5S", "method": "ωB97M-V/def2-TZVPD", "e_above_lowest_kj_mol": 316.45, "homo_ev": [-9.58, -8.96], "orbital_gap_ev": [8.9332, 7.6253], "elements": ["C", "C", "N", "N", "N", "O", "O", "O", "O", "O", "S", "H", "H", "H", "H", "H"], "xyz": [[1.61309, 2.07183, -1.22137], [-1.13915, -1.52843, 0.14114], [1.60380, -1.13282, 0.00724], [-0.51285, -0.79790, -0.77267], [-2.26125, -0.95154, 0.95267], [-0.41275, 0.52899, -0.32501], [-2.94020, -1.74114, 1.57227], [-2.50686, 0.23729, 0.82819], [1.29140, -1.41216, 1.14761], [1.24554, 1.36717, 1.32133], [1.17724, 0.78562, 0.02693], [0.73927, 2.89781, -1.20912], [2.51982, 2.64373, -1.02199], [1.50190, 1.54535, -2.13059], [-0.45726, -1.95906, 0.86477], [-1.46174, -2.55473, -0.18141]], "atomic_forces_ev_per_a": [[-2.9, 1.9, 1.2], [-1.7, -3.4, 2.0], [-0.8, -1.7, 2.3], [1.2, 0.5, -3.3], [-1.2, 0.9, -0.8], [2.0, 1.4, 0.3], [0.4, -0.1, 0.3], [-0.1, -0.9, 0.5], [1.3, 0.0, -1.8], [0.3, 0.3, 1.0], [-1.3, 2.5, -1.3], [1.7, -2.1, 0.2], [0.2, -0.8, 0.0], [0.5, -0.3, -1.3], [0.9, 0.5, 1.4], [-0.4, 1.3, -0.7]], "lowdin_charge": [-0.136, -0.219, -0.098, -0.015, -0.354, -0.310, 0.079, 0.088, -0.129, -0.310, 0.903, 0.128, 0.062, 0.031, 0.107, 0.171]}

---

{"formula": "C2H5N3OS", "method": "ωB97M-V/def2-TZVPD", "e_above_lowest_kj_mol": 528.37, "homo_ev": -9.56, "orbital_gap_ev": 9.1733, "elements": ["C", "C", "H", "H", "H", "H", "H", "N", "N", "N", "O", "S"], "xyz": [[0.32465, -0.07326, -0.11471], [-0.72765, -0.19900, -1.15635], [0.69907, -0.86789, 2.70448], [0.17895, -2.32553, 0.23083], [0.82065, 1.10197, 1.41249], [-1.11676, -1.12209, -1.59567], [-0.45719, 2.12920, -0.74211], [0.92301, -1.19300, 0.23941], [0.38558, 1.09491, 0.40609], [-1.44035, 0.69935, -1.73256], [-1.27409, 1.94801, -1.39166], [1.68413, -1.19266, 1.73976]], "atomic_forces_ev_per_a": [[-3.7, 2.7, -1.7], [-0.3, -1.0, -1.6], [0.5, -0.3, -1.3], [2.7, 4.8, -0.6], [-0.4, 0.0, -2.7], [1.0, -0.5, 0.7], [-1.8, -1.3, -1.0], [-1.7, -7.1, 2.1], [1.3, 0.4, 2.9], [0.3, -0.4, 0.8], [1.5, 2.8, 0.8], [0.6, 0.0, 1.6]], "lowdin_charge": [-0.604, -0.133, -0.088, 0.268, 0.070, 0.101, 0.116, -0.416, 0.092, -0.043, -0.076, 0.713]}

---

{"formula": "C2H5N3OS", "method": "ωB97M-V/def2-TZVPD", "e_above_lowest_kj_mol": 379.36, "homo_ev": -8.66, "smiles": "C=NNC(=S)NO", "orbital_gap_ev": 8.9483, "elements": ["C", "C", "H", "H", "H", "H", "H", "N", "N", "N", "O", "S"], "xyz": [[0.73283, -0.43402, 0.83171], [-1.66132, 0.71899, -0.44223], [1.32282, -0.04140, -1.60073], [1.12438, -2.02756, -0.28453], [0.53322, 1.41090, 1.57112], [-1.58931, -0.38303, -0.59313], [-2.52647, 1.25330, -0.86526], [0.59181, -1.17812, -0.28932], [0.28711, 0.87480, 0.79739], [-0.84408, 1.43061, 0.20910], [0.55129, -0.57899, -1.52803], [1.47772, -1.04549, 2.19392]], "atomic_forces_ev_per_a": [[0.1, 0.7, 0.9], [-0.5, -0.7, -0.3], [1.1, 0.8, -0.1], [0.1, -0.4, 0.0], [0.6, 0.7, 1.4], [0.0, 1.0, 0.1], [0.5, -0.3, 0.3], [0.0, -0.2, 0.3], [-0.7, -1.2, -1.6], [0.1, 0.0, -0.1], [-1.1, -0.5, -0.4], [-0.2, 0.1, -0.5]], "lowdin_charge": [-0.877, -0.046, 0.098, 0.121, 0.086, 0.082, 0.077, -0.081, -0.032, -0.015, -0.017, 0.605]}